11
Properties=species:S:1:pos:R:3:forces:R:3:nbo_charge:R:1 method="wB97M-V/def2-TZVPD" homo_energy_ev="-10.1 / -10.1" homo_lumo_gap_ev="8.01 / 8.01" lumo_energy_ev="-2.046 / -2.047"
N 2.087771 2.164128 -1.720903 2.133 0.425 4.218 0.520
O 2.853650 2.524297 -0.934592 -3.083 -1.232 -3.253 -0.094
C -1.243626 -0.610555 1.124072 0.457 1.478 0.394 -0.664
C -0.347340 -0.634348 -0.065512 0.463 -0.462 -1.331 0.302
O 0.320813 0.587421 -0.071588 0.101 0.024 0.037 -0.292
O 1.328289 0.677311 -1.102172 0.098 -0.560 -0.601 -0.343
Cl 0.767373 -2.105507 0.043021 -0.364 0.997 -0.101 -0.064
Cl -1.375344 -0.893843 -1.587293 0.659 0.291 0.646 -0.079
H -1.836209 -1.456282 1.290777 -0.588 -1.540 -0.323 0.243
H -0.634012 -0.476651 2.004313 0.233 0.192 0.297 0.235
H -1.921368 0.224025 1.019877 -0.109 0.388 0.017 0.235

---

10
Properties=species:S:1:pos:R:3:forces:R:3:nbo_charge:R:1 method="wB97M-V/def2-TZVPD" homo_energy_ev=-10.7 homo_lumo_gap_ev=10.89 smiles="C[Si](=O)Cl.N#CCl" lumo_energy_ev=0.158
C -1.885282 1.795716 -0.304911 0.266 0.211 0.246 0.170
C 1.508802 -0.236149 0.456348 -0.369 -0.293 -0.167 -1.165
N -1.033113 2.269598 0.296093 0.504 0.279 0.251 -0.351
O -1.451919 -0.896294 0.183111 -0.319 -0.098 0.121 -1.184
Si -0.002827 -1.224554 -0.070878 0.920 0.753 0.405 1.921
Cl 0.533003 -2.844689 -1.120732 0.184 -0.454 -0.279 -0.376
Cl -3.089198 1.173542 -1.159244 -0.829 -0.280 -0.556 0.180
H 1.499264 -0.083120 1.531876 -0.154 -0.010 0.150 0.270
H 2.448703 -0.707027 0.184619 -0.035 -0.184 -0.102 0.255
H 1.472566 0.752978 0.003719 -0.169 0.077 -0.069 0.280

---

The evaluated energy relative to the best compared isomer or geometry (same formula, charge and spin) for the records listed, in turn: 57.9, 57.2 kcal/mol.